This record from the Open Molecules 2025 dataset describes a 18-piece molecular cluster, C76H130BCl2F6N22O14P overall at a distorted geometry. The level of theory is ωB97M-V with the def2-TZVPD basis set.

```
252
Properties=species:S:1:pos:R:3:forces:R:3:lowdin_charge:R:1
Cl 3.167187 -6.816721 -1.494538 -0.4 0.4 0.4 -0.50
Cl 5.072399 -0.263530 -4.049510 -0.6 0.4 0.5 -0.69
P -3.664414 -0.620319 6.403274 -1.9 0.6 0.9 0.29
F -3.927075 1.010463 6.218312 0.1 -0.7 0.4 -0.20
F -2.831987 -0.219135 7.832532 -0.9 -0.6 -1.8 -0.21
F -4.298067 -0.863648 4.940603 -2.1 -1.1 -0.3 -0.18
F -3.260783 -2.201651 6.713181 -0.4 1.3 -0.6 -0.18
F -5.174718 -0.827498 7.039079 2.5 0.3 0.0 -0.15
F -2.388812 -0.461230 5.437446 3.3 0.3 1.1 -0.21
O -4.371578 -5.796992 -4.797285 -0.3 1.2 0.3 -0.07
O 0.812657 3.009564 -3.228731 -1.7 -2.4 3.0 0.08
O -1.220126 0.965601 -1.255898 -0.4 0.4 -0.2 0.26
O -0.156656 -3.137137 -1.126019 0.2 1.4 1.6 0.12
O 3.185416 -0.053169 4.848368 -0.4 -1.2 0.5 -0.14
O 1.054464 1.142268 -1.959153 -1.0 -0.2 0.9 0.26
O 1.188317 -1.626135 -8.088591 -1.6 1.9 1.7 -0.07
O -0.798137 -1.138920 -7.070704 0.5 0.5 0.4 -0.11
O 4.425986 1.456362 3.959414 1.6 2.6 -2.3 -0.02
O 0.332915 -1.759683 1.613197 0.3 1.2 -1.7 0.13
O -1.989413 2.966797 -1.969450 3.0 -2.5 -0.2 0.02
O 0.433847 0.115269 0.236285 0.1 -1.5 0.6 0.18
O -2.332740 -5.797320 -3.847587 0.4 1.2 1.5 -0.12
O 0.016563 -1.049522 -1.695936 -0.3 3.2 -3.2 0.25
N 3.614210 -1.028268 0.227170 -0.2 -3.6 0.9 -0.06
N -4.176817 -2.521495 -3.184247 1.8 5.0 -1.6 -0.10
N -3.772136 -0.526969 1.063995 0.2 1.3 1.3 0.00
N -5.237569 4.096205 -4.772929 3.4 1.3 -0.3 -0.08
N 2.215902 -3.145369 5.824959 -3.9 -0.3 1.2 -0.07
N 4.527608 -5.696563 -6.002418 -3.9 2.2 4.1 -0.14
N 2.948461 4.453676 -6.181586 3.3 -2.5 4.8 -0.10
N -3.327913 5.185708 -5.360291 -6.3 -3.2 0.9 -0.08
N 3.925768 3.915077 -4.187719 -2.2 -0.8 -2.7 -0.04
N 3.408560 -3.122254 0.960506 -0.4 4.2 -1.8 -0.10
N -0.220419 -9.384769 0.700520 -0.1 0.8 -0.3 -0.05
N 0.236113 -3.605556 6.853127 1.8 0.8 -1.4 -0.03
N -0.885266 -7.320085 0.093728 0.4 -5.7 2.3 -0.07
N -4.150062 1.502153 0.417262 -0.4 -1.2 0.8 -0.09
N -0.974946 2.772412 6.584360 0.9 -4.4 3.5 -0.07
N 1.930309 4.680087 5.868854 -0.6 -1.4 -3.7 -0.05
N -2.642283 8.732515 -0.013438 2.3 -3.4 -2.9 -0.11
N -3.436951 -0.995128 -4.686091 0.3 -2.7 3.2 -0.01
N 1.901860 4.102332 3.691150 -0.4 -1.0 3.5 -0.04
N 0.118593 0.875727 7.191663 -2.8 4.3 -0.7 -0.08
N -1.457781 7.055543 -0.893094 -1.5 0.2 0.5 -0.08
N 2.880200 -4.551811 -4.895293 3.5 -3.2 -1.7 -0.01
C 1.729222 -10.817204 0.283392 -0.1 0.2 -0.2 -0.06
C 3.772935 5.503379 -5.790093 -0.3 -0.7 2.2 0.01
C 2.169869 3.682953 4.971784 -0.2 0.3 0.2 0.04
C -4.515786 2.617947 -0.366684 -0.6 0.8 -1.4 -0.03
C 2.122768 4.787231 7.259509 1.0 -0.7 3.2 -0.16
C -2.372314 -1.842411 -4.275888 -0.3 -0.1 1.2 0.05
C -3.344810 0.133890 -5.611625 1.6 0.3 0.5 -0.14
C -3.312853 0.364339 2.086659 -0.7 -2.5 -0.6 0.05
C -4.222731 4.931492 -4.300528 -0.1 -0.9 -3.7 0.07
C -3.518068 9.491993 0.857968 0.6 -1.2 -0.1 0.02
C 0.333955 -1.244245 0.511320 -0.5 -0.1 1.5 -0.32
C 5.279189 0.815543 0.664648 -1.7 -0.6 -0.6 -0.01
C -1.511504 -9.485219 0.270874 -0.4 0.4 0.1 -0.01
C 1.969800 3.234454 2.487201 1.6 0.8 -0.9 0.03
C -0.599212 2.116667 5.450641 1.2 -0.9 0.9 -0.02
C -2.314672 1.146439 -5.093540 0.2 0.4 -0.2 -0.07
C 1.845664 -4.155744 -3.942930 0.1 1.1 0.5 -0.20
C -0.921683 -5.768446 7.182850 -0.6 -0.1 -0.5 -0.07
C -3.689436 -2.680059 2.306828 0.3 -0.5 1.9 -0.06
C 4.319854 -4.545624 -6.716237 -2.4 1.2 2.4 0.02
C 2.952394 -3.148046 -0.382254 2.7 3.4 0.9 0.06
C -2.399346 7.321924 0.067324 1.7 4.3 -1.9 0.05
C -2.805947 -2.697642 -3.233846 -0.1 1.1 -3.1 0.03
C -1.185954 8.163860 -1.709684 -1.5 1.2 3.6 0.03
C -0.655886 1.955640 7.667376 1.3 -0.4 -2.4 0.07
C 3.879267 4.213005 -1.703549 0.0 -0.3 -0.5 -0.06
C 0.037914 -1.965132 -0.841783 0.1 -3.1 0.8 -0.44
C 0.560622 -10.525286 1.249872 2.4 0.7 -0.3 -0.14
C -5.162976 -3.168461 -2.467926 -1.1 -2.5 0.8 -0.03
C 4.298467 0.571351 4.757359 -1.8 -1.1 3.3 -0.77
C -1.858972 9.260347 -1.069845 0.0 -3.2 -0.4 0.05
C 0.388683 -0.859742 -7.446178 0.8 -2.2 -1.1 -0.72
C 0.432513 5.521373 -0.332011 0.2 -0.4 -1.3 -0.04
C 1.002353 0.045683 7.928219 0.3 -0.8 1.0 0.00
C 3.797324 0.395583 0.210609 2.1 0.4 0.1 -0.15
C -0.967438 5.267336 -5.021257 0.0 1.5 0.4 -0.04
C 3.708960 -1.821276 1.348920 -0.3 -1.0 -3.2 0.04
C 5.337446 0.270505 5.899730 0.0 -0.2 -1.3 -0.01
C 2.194454 4.317642 -7.354785 -1.3 0.0 -1.7 -0.02
C -6.326407 3.517728 -4.017933 -0.3 -1.0 0.8 0.01
C -0.875231 5.694806 -1.106945 -0.9 0.5 1.2 -0.15
C -4.466900 -1.396666 -3.900198 0.4 0.1 -1.8 -0.03
C -0.041961 -2.649610 5.869174 3.5 0.0 0.7 0.01
C -3.412272 -1.980070 1.046529 0.2 0.5 -1.8 -0.15
C -1.651993 4.036227 6.624155 -1.1 -0.1 0.0 -0.17
C 3.332483 -3.818561 -5.998186 0.9 -0.9 -0.5 0.03
C -2.444632 -6.322969 -6.132071 -1.5 0.8 -1.1 -0.04
C -1.719050 4.673369 8.029563 1.2 0.8 -1.3 -0.03
C 0.170839 0.982614 5.832598 -1.6 1.8 -1.0 -0.02
C 1.506002 5.412907 3.831329 -0.6 0.2 -0.5 -0.01
C -4.937147 3.778557 -6.099099 -0.1 1.0 0.2 0.00
C 1.214108 -2.371662 5.270715 -1.9 0.2 -0.1 -0.02
C 0.866489 0.556999 -7.087752 0.1 0.2 -0.1 -0.06
C -1.003508 -5.950047 -0.161422 -0.1 1.7 -1.0 -0.03
C 0.374419 2.146296 -2.414555 1.5 3.4 -3.9 -0.33
C 3.620362 -5.761162 -4.913111 0.7 2.9 -2.2 0.08
C 1.440824 5.760096 5.167954 1.2 -0.2 -1.5 -0.01
C -2.265714 6.108921 -5.335143 1.4 -1.1 0.5 -0.15
C -3.631224 1.605713 1.699288 0.6 -0.2 -0.8 0.00
C 1.607953 -3.869764 6.782182 -2.3 -0.7 0.4 0.02
C 4.324427 5.192718 -4.520548 -1.0 -0.1 -2.0 0.00
C 3.358744 -4.206491 1.842911 -0.1 -1.1 1.2 -0.03
C 0.525835 -3.963138 -4.623176 -1.3 -0.5 0.7 -0.05
C 2.523090 3.521448 8.114621 0.3 0.3 -0.5 -0.02
C 3.109704 3.414370 -5.207314 1.5 3.5 0.1 0.09
C -3.131682 -5.859400 -4.808148 0.7 -2.7 -0.8 -0.79
C 4.195797 3.244678 -2.909572 0.3 0.4 1.8 -0.16
C -3.856403 4.511343 -6.529685 0.6 0.0 2.9 0.06
C -1.948892 -8.231326 -0.014808 0.1 0.3 -0.6 0.00
C -4.301752 0.196017 0.084238 1.1 -0.1 1.4 0.02
C -0.843460 -4.304109 7.638324 1.2 -1.5 0.2 -0.13
C 3.601478 -3.089958 5.523162 1.6 0.2 -0.4 0.00
C 5.315746 -6.736652 -6.450237 0.8 -2.1 -2.7 -0.04
C 3.282635 -1.829620 -0.873423 -1.6 -1.8 1.9 0.04
C -1.087198 2.078806 -1.901754 -2.6 3.0 0.2 -0.33
C 0.179627 -8.093247 0.531613 -1.2 0.1 0.2 0.02
B 0.086113 0.328332 -1.175008 1.2 -2.5 0.7 -0.90
H -1.067768 4.598535 5.895729 0.0 0.8 0.4 0.11
H -0.877517 5.632309 -2.195150 0.8 -0.6 0.2 0.10
H -2.326778 6.472667 -6.360838 0.9 0.9 0.3 0.14
H -4.249564 0.728438 -5.738294 -0.6 -0.9 0.0 0.11
H 5.956105 -0.524958 5.484256 0.3 -0.1 0.2 0.07
H -3.242891 -6.506478 -6.851235 -0.2 0.2 -0.1 0.06
H -0.212803 -3.657062 -3.882352 0.2 0.3 0.4 0.04
H 1.178092 -7.758030 0.770560 0.0 0.2 -0.3 0.12
H 3.554866 -6.580530 -4.212574 -0.1 0.1 0.2 0.08
H -4.725560 -0.344281 -0.749343 -0.1 0.8 -0.5 0.16
H -2.933602 -7.939118 -0.348517 0.2 0.1 -0.1 0.14
H -2.181104 4.175707 8.882172 -0.2 -0.2 -0.6 0.10
H 4.785448 -4.353933 -7.671688 0.1 0.1 0.3 0.14
H -1.989360 -10.445794 0.146980 -0.1 0.2 0.3 0.14
H -1.823523 -3.837110 7.540994 0.5 0.6 -0.1 0.11
H 3.479945 -5.131248 1.278770 -0.2 -0.1 0.1 0.09
H 2.957930 -2.822160 -6.180693 -0.1 -0.1 -0.2 0.12
H 0.033335 -11.436636 1.531846 -0.9 0.5 -0.7 0.13
H 1.245107 5.258562 7.701838 -0.2 -0.3 -0.2 0.10
H -0.770322 -5.875910 -1.223602 0.3 1.0 0.1 0.11
H -6.738669 2.641668 -4.518601 -0.2 0.5 -0.7 0.11
H 3.693147 -2.691666 4.512684 0.1 0.0 0.2 0.08
H 6.091400 0.266469 0.188260 -0.4 0.0 -0.6 0.09
H -4.724276 -2.509712 2.603790 0.1 0.1 0.3 0.11
H -0.436854 8.090051 -2.484147 -0.2 0.2 0.0 0.13
H 1.009483 -10.210086 2.191819 -0.2 0.4 0.1 0.12
H 1.952610 0.094707 7.396514 0.2 -0.3 0.3 0.10
H 4.175525 -4.117481 2.559181 0.0 -0.1 0.0 0.10
H -3.299022 4.563244 -7.453277 -0.3 -0.1 0.0 0.15
H 5.253083 2.989120 -2.839206 0.1 0.2 -0.3 0.12
H -1.865424 -7.240986 -6.231426 0.4 0.2 1.0 0.06
H 1.294519 3.492256 1.671342 -0.5 0.4 0.6 0.07
H -1.044203 -5.860651 6.103690 0.6 0.2 -0.2 0.08
H 2.788719 2.384018 -5.249034 -0.2 0.0 -0.1 0.14
H -0.082582 -6.362163 7.545513 0.0 0.0 -0.2 0.08
H 5.316786 1.865676 0.374978 0.5 0.1 0.6 0.06
H -2.037508 -5.623274 -0.051105 -0.1 -0.4 0.0 0.10
H -2.108372 5.682376 7.893736 -0.5 -0.2 0.2 0.09
H 4.112440 -2.421808 6.216411 -0.1 0.1 -0.2 0.10
H 1.865862 0.772674 -7.465674 0.0 -0.1 -0.1 0.06
H -2.269151 -3.481310 -2.719922 -0.2 -0.3 -0.2 0.11
H 1.378888 6.701139 5.694263 -0.4 0.1 -0.4 0.15
H 2.121691 3.616074 9.123599 -0.2 0.1 -0.1 0.09
H 3.748313 3.728714 -0.735859 0.8 -0.6 -0.1 0.05
H 1.330040 5.914756 2.891339 -0.2 0.6 0.5 0.12
H -1.909975 -5.457721 -6.523989 0.5 -0.1 -0.1 0.06
H -0.440890 -5.322479 0.529759 0.5 -0.2 -0.4 0.09
H -5.365391 -0.806029 -4.001502 -0.5 -0.8 0.4 0.15
H 1.678888 -4.842117 -3.112771 0.6 -0.8 -0.5 0.08
H 4.103208 -4.054967 5.594640 -0.4 -0.2 -0.1 0.12
H -0.914242 -2.019128 5.958707 -0.4 -0.4 -0.7 0.10
H 3.199425 -1.364717 -1.844686 0.1 -0.2 -0.3 0.08
H 2.398885 -4.121530 2.352364 0.0 -0.6 0.2 0.10
H 2.043123 -4.700797 7.317360 0.2 0.2 0.1 0.17
H 2.535571 -11.389121 0.742542 -0.4 -0.4 0.0 0.09
H -1.863563 10.297033 -1.372589 -0.2 0.0 0.2 0.14
H 2.629977 -4.089841 -0.801149 0.2 -0.1 -0.4 0.06
H 0.155451 -4.976087 -4.780837 -0.2 0.1 -0.9 0.09
H -5.590156 -3.898830 -3.155069 -0.4 -0.3 0.1 0.11
H -2.589490 6.820647 -4.575721 0.8 0.5 -0.3 0.12
H 1.365603 -11.271665 -0.638211 0.1 -0.3 0.2 0.09
H -3.711971 3.343341 -0.492304 0.2 -0.4 0.2 0.07
H -0.672556 4.881569 8.252288 0.1 -0.2 0.6 0.05
H -2.755186 9.831263 1.558689 -1.1 1.1 0.5 0.12
H 4.945880 5.746437 -3.832357 0.0 0.1 -0.4 0.13
H 1.979957 2.150110 2.597629 -0.2 0.2 1.1 0.09
H -1.384408 -1.762896 -4.704984 -0.1 0.1 -0.2 0.11
H -7.104007 4.234909 -3.755077 0.1 0.0 -0.2 0.12
H -4.633151 -3.781355 -1.738716 -0.6 0.1 0.5 0.10
H 3.601664 3.434766 8.246011 0.1 0.4 -0.2 0.09
H 5.389453 0.602213 1.727867 -0.1 0.7 0.1 0.05
H -2.961980 -0.323082 -6.524158 -0.1 0.3 -0.4 0.12
H 2.958321 3.474481 2.095631 0.2 -0.3 -0.2 0.10
H 1.059938 0.414498 8.952305 0.3 0.0 -0.1 0.12
H 2.264896 2.531858 7.737601 -0.6 0.2 -0.3 0.04
H 4.883029 -0.122142 6.809363 -0.2 0.2 -0.1 0.05
H -0.120582 5.943094 -4.901754 0.3 0.1 -1.2 0.08
H -0.849718 4.813047 -4.037460 -1.2 -0.4 0.1 0.03
H 2.486538 2.691003 5.258411 0.2 -0.1 -0.3 0.14
H 0.763096 0.288194 5.255185 0.0 0.2 -0.1 0.10
H 3.769461 6.420552 -6.360344 0.3 -0.1 0.1 0.13
H 5.689327 -7.473807 -5.739498 -0.3 0.4 0.1 0.12
H 2.221190 -3.282275 -3.409893 0.1 0.5 -0.4 0.11
H -4.161187 8.718158 1.277129 -0.2 0.6 0.4 0.10
H 0.871495 0.720694 -6.010133 0.0 -0.2 0.3 0.04
H 1.150924 4.492716 -7.093054 -0.1 -0.2 -0.3 0.08
H -3.420880 2.566202 2.146071 -0.2 -0.2 0.0 0.14
H 3.572017 0.682488 -0.816534 0.2 0.3 0.1 0.10
H 0.789611 4.503198 -0.486639 0.2 0.0 -0.7 0.06
H -0.860588 4.467649 -5.754181 0.3 0.3 -0.1 0.08
H 2.897206 5.537090 7.420903 0.2 -0.1 -0.1 0.14
H 0.419937 5.528265 0.757897 -0.7 0.9 -0.1 0.06
H -3.954490 -2.508833 0.262632 -0.3 0.6 -0.3 0.12
H -0.937498 2.110408 8.698460 0.2 0.1 -0.1 0.16
H -4.103518 10.172443 0.239638 0.3 0.4 0.6 0.12
H -1.026242 2.623271 4.597757 0.8 -0.8 -0.8 0.13
H -0.477751 -4.333680 8.664714 -0.4 0.4 0.1 0.13
H 6.014690 1.095423 6.120963 -0.2 0.1 -0.1 0.07
H -5.936172 -2.491130 -2.105311 0.2 -0.1 0.3 0.10
H 3.747049 2.261700 -2.766459 -0.6 0.2 -0.9 0.07
H 4.120591 -1.450949 2.276179 -0.3 -0.3 0.2 0.15
H 4.708740 4.918633 -1.657065 -0.3 0.2 0.4 0.07
H 0.616948 -0.972875 7.974130 0.1 0.0 -0.1 0.09
H -2.712142 6.691717 0.886718 -0.1 0.0 -0.3 0.16
H -5.604014 3.104264 -6.615850 0.2 0.1 -0.2 0.14
H 2.237774 -9.913030 -0.051197 -0.2 0.4 0.2 0.06
H -1.302784 0.752413 -4.999032 -0.1 -0.2 -0.3 0.07
H -2.996775 -2.420753 3.107502 -0.3 0.6 0.2 0.07
H -1.845539 -6.263648 7.481777 0.0 0.2 0.7 0.09
H 6.099730 -6.364599 -7.109813 0.5 0.2 0.7 0.11
H -5.384314 3.152291 0.018329 -0.2 -0.3 0.0 0.11
H -2.902544 -0.128101 2.955884 0.0 0.6 0.3 0.12
H -5.961333 2.996780 -3.132818 0.3 0.6 0.3 0.08
H 1.404799 -1.677569 4.465568 0.3 0.0 0.1 0.10
H -4.682623 2.184673 -1.352855 -0.3 0.6 -0.1 0.09
H 4.675749 -7.165466 -7.221355 0.1 -1.2 0.2 0.11
H -2.283421 1.972475 -5.804023 0.2 -0.1 -0.3 0.06
H 0.387123 -3.276210 -5.458039 0.6 -0.3 -0.3 0.08
H -3.562925 -3.762679 2.311871 0.0 0.0 -0.9 0.10
H 2.465549 5.058476 -8.106972 0.2 0.0 0.2 0.11
H 2.925498 4.740621 -1.711684 0.0 0.2 -1.0 0.04
H -1.605127 4.982429 -0.722380 -0.1 0.0 -0.3 0.10
H -2.571313 1.637643 -4.154939 -0.4 -0.3 0.3 0.05
H -2.390938 -1.899047 0.674495 0.3 -0.8 0.5 0.12
H -4.206882 5.421052 -3.337985 0.1 -0.2 -0.1 0.15
H 3.074512 0.825641 0.903928 0.0 0.1 -0.1 0.10
H -2.609667 3.863270 6.133190 -0.4 0.1 0.4 0.13
H 2.315944 3.333037 -7.806313 -0.1 0.0 0.2 0.11
H 0.137554 1.249775 -7.508255 0.0 0.2 -0.1 0.06
H 1.129134 6.228053 -0.783045 0.5 -0.1 0.6 0.09
```
Positions in Å, forces in eV/Å.

HOMO ... -11.90 eV
Net charge ... +4
Gap between HOMO and LUMO ... 3.4 eV